The following is a DFT calculation (ωB97M-V/def2-TZVPD) of an isolated molecule of C22H25N3O5.

Geometry as XYZ:
```
55
Properties=species:S:1:pos:R:3:forces:R:3
C -9.90127 2.25364 -1.08931 0.411 -0.183 0.083
C -8.40636 2.05006 -0.90014 -0.143 0.357 -0.100
O -8.19935 0.69345 -0.55379 -0.077 -0.188 0.040
C -6.93932 0.24747 -0.33956 0.282 -0.159 0.060
C -5.78830 1.02838 -0.42385 -0.417 0.195 -0.081
C -4.55031 0.46280 -0.18737 0.094 -0.409 0.104
C -4.43861 -0.88662 0.13616 -0.253 0.595 -0.155
C -3.14690 -1.47694 0.37458 0.323 -1.047 0.256
N -2.87982 -2.70921 0.68281 -1.400 0.589 -0.240
N -1.54223 -2.81665 0.80481 1.610 0.295 0.062
C -1.05943 -1.63410 0.56275 -0.598 -0.772 0.136
N 0.26867 -1.32549 0.57024 0.192 0.210 -0.078
C 0.80310 -0.05856 0.39200 -0.134 -0.210 0.019
O 0.10510 0.91882 0.25446 0.055 0.114 0.031
C 2.28191 -0.01596 0.39986 0.538 0.039 -0.066
C 3.09632 -1.09921 0.10509 -0.336 0.250 0.086
C 4.47472 -0.95394 0.10204 0.363 0.052 0.050
C 5.06888 0.26344 0.40161 -0.149 0.147 0.041
O 6.39609 0.50942 0.45920 -0.317 0.242 0.109
C 7.31830 -0.46984 0.02802 0.144 -0.397 -0.402
C 7.38706 -0.58685 -1.50202 0.093 0.151 0.217
C 7.85295 0.73755 -2.10025 -0.254 -0.165 0.075
C 8.31922 -1.72828 -1.89603 -0.287 0.139 0.115
C 4.23964 1.37687 0.69403 0.138 -0.062 -0.042
O 4.89468 2.53513 0.96175 0.110 -0.412 -0.090
C 4.12931 3.67893 1.25777 -0.149 0.202 0.050
C 2.86932 1.22262 0.68145 0.033 0.021 0.020
O -2.00662 -0.73176 0.28190 0.018 0.096 -0.034
C -5.59226 -1.67081 0.22435 0.165 0.168 -0.026
C -6.82343 -1.10902 -0.01051 -0.120 0.197 -0.056
H -10.42744 2.01326 -0.16970 -0.082 0.012 0.077
H -10.10285 3.28679 -1.35722 -0.041 0.102 -0.028
H -10.26721 1.60171 -1.87764 -0.066 -0.027 -0.086
H -7.87041 2.28729 -1.82945 0.009 -0.030 0.140
H -8.03214 2.70418 -0.10060 0.033 -0.090 -0.107
H -5.84526 2.07624 -0.67288 -0.043 0.075 -0.022
H -3.65920 1.06868 -0.25300 0.061 0.074 -0.013
H 0.86815 -2.10723 0.78783 -0.073 0.116 0.011
H 2.68256 -2.05937 -0.16459 -0.032 -0.089 -0.039
H 5.08162 -1.81169 -0.13917 0.109 -0.038 -0.034
H 7.09892 -1.44305 0.48441 0.012 0.080 0.024
H 8.28144 -0.12097 0.41091 -0.054 -0.099 -0.023
H 6.38059 -0.80112 -1.87779 0.041 -0.019 0.043
H 8.87932 0.94554 -1.80557 0.157 0.048 0.027
H 7.80404 0.70409 -3.18588 0.032 0.040 -0.116
H 7.22235 1.54978 -1.74709 -0.012 0.137 -0.029
H 7.96526 -2.67677 -1.49762 0.014 -0.151 0.020
H 8.37422 -1.81078 -2.97846 0.056 -0.041 -0.098
H 9.32160 -1.54801 -1.51395 0.167 -0.004 0.027
H 3.52102 3.53376 2.15603 0.012 -0.003 -0.040
H 3.47996 3.95576 0.42134 0.014 -0.020 0.034
H 4.85053 4.47502 1.43480 -0.092 -0.028 -0.005
H 2.20652 2.04805 0.88495 -0.016 0.112 0.016
H -5.49184 -2.71392 0.47688 -0.043 -0.129 0.025
H -7.72645 -1.69526 0.05108 -0.098 -0.083 0.011
```
Positions in Å, forces in eV/Å.

Its frontier orbital gap is 8.390 eV. As for the SMILES: CCOc1ccc(-c2nnc(NC(=O)c3ccc(OCC(C)C)c(OC)c3)o2)cc1. The lowest unoccupied orbital energy is 0.48 eV. The calculation puts the HOMO energy at -7.91 eV. Its energy relative to the best compared isomer or geometry (same formula, charge and spin) is 3.432 eV.